Computed, not measured: a cluster of 10 separate species, C31H79NO11 in total, with wB97M-V/def2-TZVPD.

Output
Multiplicity: 1
Frontier orbital gap: 9.487 eV
HOMO level: -9.24 eV
SMILES: CC(C)CC[C@H]1OC(=O)C[C@@H]1CCCCN.CCO.CCO.CCO.CCO.CCO.CCO.CCO.CCO.CCO
Strongest force on any atom: 2.27 eV/Å
Calculated total energy: -2110.82907 hartree
Energy relative to the best compared isomer or geometry (same formula, charge and spin): 0.0000 eV

Each atom is followed by the atoms it is bonded to, with distances in Å.
CARTESIAN COORDINATES (ANGSTROEM)
1 C -2.761 -4.466 0.084  C2 1.539, H17 1.087, H18 1.085, H19 1.083
2 C -2.150 -3.768 -1.144  C1 1.539, C3 1.523, C4 1.542, H20 1.085
3 C -2.254 -4.636 -2.391  C2 1.523, H21 1.087, H22 1.086, H23 1.087
4 C -0.695 -3.327 -0.886  C2 1.542, C5 1.539, H24 1.086, H25 1.081
5 C -0.398 -2.037 -1.671  C4 1.539, C6 1.530, H26 1.087, H27 1.085
6 C -1.007 -0.775 -1.057  C5 1.530, O7 1.467, C11 1.554, H28 1.084
7 O 0.015 0.277 -1.045  C6 1.467, C8 1.376
8 C -0.013 0.789 -2.322  O7 1.376, O9 1.221, C10 1.509
9 O 0.989 1.066 -2.964  C8 1.221
10 C -1.472 0.893 -2.689  C8 1.509, C11 1.538, H29 1.083, H30 1.091
11 C -2.195 -0.190 -1.870  C6 1.554, C10 1.538, C12 1.534, H31 1.085
12 C -3.329 0.357 -0.995  C11 1.534, C13 1.521, H32 1.087, H33 1.087
13 C -4.726 -0.032 -1.455  C12 1.521, C14 1.525, H34 1.089, H35 1.090
14 C -5.074 -1.495 -1.201  C13 1.525, C15 1.521, H36 1.087, H37 1.091
15 C -6.566 -1.790 -1.215  C14 1.521, N16 1.467, H38 1.090, H39 1.088
16 N -7.108 -2.003 -2.561  C15 1.467, H40 1.005, H41 1.008
17 H -3.386 -3.743 0.603  C1 1.087
18 H -3.403 -5.296 -0.191  C1 1.085
19 H -1.968 -4.766 0.757  C1 1.083
20 H -2.718 -2.861 -1.326  C2 1.085
21 H -3.300 -4.766 -2.657  C3 1.087
22 H -1.832 -5.620 -2.208  C3 1.086
23 H -1.746 -4.164 -3.227  C3 1.087
24 H -0.547 -3.164 0.177  C4 1.086
25 H -0.040 -4.124 -1.211  C4 1.081
26 H -0.845 -2.182 -2.652  C5 1.087
27 H 0.678 -1.928 -1.754  C5 1.085
28 H -1.262 -0.884 -0.009  C6 1.084
29 H -1.628 0.897 -3.761  C10 1.083
30 H -1.718 1.910 -2.378  C10 1.091
31 H -2.504 -0.907 -2.623  C11 1.085
32 H -3.182 0.027 0.030  C12 1.087
33 H -3.251 1.441 -0.990  C12 1.087
34 H -4.897 0.245 -2.494  C13 1.089
35 H -5.438 0.561 -0.880  C13 1.090
36 H -4.573 -2.169 -1.891  C14 1.087
37 H -4.704 -1.746 -0.205  C14 1.091
38 H -6.729 -2.686 -0.616  C15 1.090
39 H -7.115 -0.993 -0.718  C15 1.088
40 H -7.651 -2.847 -2.598  N16 1.005
41 H -6.371 -2.108 -3.241  N16 1.008
42 C 3.012 1.673 -0.546  C43 1.517, H45 1.088, H46 1.089, H47 1.092
43 C 4.010 2.563 0.171  C42 1.517, O44 1.424, H48 1.090, H49 1.098
44 O 3.572 2.943 1.471  C43 1.424, H50 0.960
45 H 2.045 2.164 -0.617  C42 1.088
46 H 3.355 1.438 -1.552  C42 1.089
47 H 2.860 0.737 -0.003  C42 1.092
48 H 4.149 3.499 -0.369  C43 1.090
49 H 4.985 2.061 0.241  C43 1.098
50 H 3.438 2.158 2.008  O44 0.960
51 C -3.003 0.316 3.954  C52 1.512, H54 1.090, H55 1.091, H56 1.093
52 C -3.256 -1.166 3.786  C51 1.512, O53 1.427, H57 1.090, H58 1.096
53 O -2.428 -1.722 2.765  C52 1.427, H59 0.962
54 H -3.186 0.865 3.030  C51 1.090
55 H -3.635 0.738 4.736  C51 1.091
56 H -1.955 0.463 4.224  C51 1.093
57 H -4.288 -1.363 3.495  C52 1.090
58 H -3.063 -1.686 4.730  C52 1.096
59 H -1.513 -1.561 3.017  O53 0.962
60 C 1.130 5.135 0.493  C61 1.517, H63 1.091, H64 1.091, H65 1.092
61 C 1.384 5.388 -0.981  C60 1.517, O62 1.428, H66 1.089, H67 1.097
62 O 1.906 6.696 -1.220  C61 1.428, H68 0.960
63 H 0.430 5.869 0.892  C60 1.091
64 H 0.719 4.137 0.651  C60 1.091
65 H 2.059 5.215 1.061  C60 1.092
66 H 0.457 5.323 -1.550  C61 1.089
67 H 2.081 4.643 -1.383  C61 1.097
68 H 2.731 6.770 -0.736  O62 0.960
69 C 6.534 1.766 -3.359  C70 1.518, H72 1.090, H73 1.091, H74 1.093
70 C 6.063 0.408 -2.871  C69 1.518, O71 1.427, H75 1.088, H76 1.094
71 O 6.697 0.046 -1.645  C70 1.427, H77 0.960
72 H 7.615 1.767 -3.498  C69 1.090
73 H 6.057 2.029 -4.305  C69 1.091
74 H 6.298 2.542 -2.626  C69 1.093
75 H 6.313 -0.365 -3.594  C70 1.088
76 H 4.977 0.406 -2.735  C70 1.094
77 H 6.475 0.716 -0.994  O71 0.960
78 C -1.812 -4.785 4.272  C79 1.516, H81 1.091, H82 1.091, H83 1.091
79 C -3.135 -5.464 4.563  C78 1.516, O80 1.427, H84 1.089, H85 1.096
80 O -4.167 -4.511 4.818  C79 1.427, H86 0.961
81 H -1.516 -4.151 5.110  C78 1.091
82 H -1.023 -5.518 4.091  C78 1.091
83 H -1.902 -4.145 3.393  C78 1.091
84 H -3.067 -6.089 5.452  C79 1.089
85 H -3.429 -6.100 3.722  C79 1.096
86 H -4.245 -3.960 4.035  O80 0.961
87 C -1.320 9.020 2.742  C88 1.518, H90 1.090, H91 1.091, H92 1.093
88 C -2.194 7.779 2.740  C87 1.518, O89 1.426, H93 1.088, H94 1.096
89 O -1.421 6.582 2.777  C88 1.426, H95 0.960
90 H -0.640 9.004 1.890  C87 1.090
91 H -1.925 9.927 2.691  C87 1.091
92 H -0.713 9.063 3.649  C87 1.093
93 H -2.785 7.730 1.828  C88 1.088
94 H -2.884 7.797 3.591  C88 1.096
95 H -0.897 6.595 3.581  O89 0.960
96 C 2.287 -7.766 -0.174  C97 1.517, H99 1.090, H100 1.091, H101 1.092
97 C 1.484 -6.592 -0.703  C96 1.517, O98 1.427, H102 1.089, H103 1.096
98 O 0.948 -5.789 0.347  C97 1.427, H104 0.960
99 H 1.666 -8.388 0.471  C96 1.090
100 H 2.670 -8.380 -0.990  C96 1.091
101 H 3.134 -7.416 0.420  C96 1.092
102 H 0.631 -6.943 -1.282  C97 1.089
103 H 2.106 -5.971 -1.358  C97 1.096
104 H 1.684 -5.455 0.866  O98 0.960
105 C 6.513 3.773 -7.503  C106 1.518, H108 1.090, H109 1.091, H110 1.092
106 C 7.622 2.845 -7.039  C105 1.518, O107 1.426, H111 1.088, H112 1.096
107 O 8.448 2.420 -8.120  C106 1.426, H113 0.960
108 H 5.896 3.278 -8.252  C105 1.090
109 H 5.878 4.076 -6.669  C105 1.091
110 H 6.930 4.673 -7.961  C105 1.092
111 H 7.201 1.943 -6.599  C106 1.088
112 H 8.241 3.335 -6.280  C106 1.096
113 H 8.841 3.201 -8.515  O107 0.960
114 C 0.043 1.410 6.884  C115 1.513, H117 1.089, H118 1.091, H119 1.093
115 C -0.259 -0.055 6.657  C114 1.513, O116 1.428, H120 1.089, H121 1.095
116 O 0.523 -0.596 5.591  C115 1.428, H122 0.960
117 H -0.139 1.973 5.970  C114 1.089
118 H -0.578 1.822 7.681  C114 1.091
119 H 1.092 1.549 7.157  C114 1.093
120 H -1.300 -0.189 6.369  C115 1.089
121 H -0.085 -0.633 7.571  C115 1.095
122 H 1.448 -0.501 5.826  O116 0.960

Results of the Löwdin charge analysis, in e, for atoms 1 through 99: number 1, C, carries -0.048; number 2, C, carries -0.416; number 3, C, carries -0.065; number 4, C, carries -0.156; number 5, C, carries -0.108; number 6, C, carries -0.223; number 7, O, carries 0.016; number 8, C, carries -0.444; number 9, O, carries 0.107; number 10, C, carries -0.033; number 11, C, carries -0.227; number 12, C, carries -0.147; number 13, C, carries -0.194; number 14, C, carries -0.212; number 15, C, carries -0.285; number 16, N, carries -0.005; number 17, H, carries 0.060; number 18, H, carries 0.073; number 19, H, carries 0.063; number 20, H, carries 0.082; number 21, H, carries 0.075; number 22, H, carries 0.077; number 23, H, carries 0.073; number 24, H, carries 0.109; number 25, H, carries 0.093; number 26, H, carries 0.111; number 27, H, carries 0.127; number 28, H, carries 0.142; number 29, H, carries 0.129; number 30, H, carries 0.130; number 31, H, carries 0.133; number 32, H, carries 0.106; number 33, H, carries 0.112; number 34, H, carries 0.119; number 35, H, carries 0.111; number 36, H, carries 0.096; number 37, H, carries 0.106; number 38, H, carries 0.103; number 39, H, carries 0.100; number 40, H, carries 0.054; number 41, H, carries 0.053; number 42, C, carries -0.081; number 43, C, carries -0.313; number 44, O, carries -0.083; number 45, H, carries 0.056; number 46, H, carries 0.058; number 47, H, carries 0.084; number 48, H, carries 0.105; number 49, H, carries 0.096; number 50, H, carries 0.080; number 51, C, carries -0.082; number 52, C, carries -0.319; number 53, O, carries -0.103; number 54, H, carries 0.074; number 55, H, carries 0.081; number 56, H, carries 0.061; number 57, H, carries 0.113; number 58, H, carries 0.105; number 59, H, carries 0.082; number 60, C, carries -0.086; number 61, C, carries -0.317; number 62, O, carries -0.082; number 63, H, carries 0.058; number 64, H, carries 0.073; number 65, H, carries 0.067; number 66, H, carries 0.110; number 67, H, carries 0.096; number 68, H, carries 0.074; number 69, C, carries -0.087; number 70, C, carries -0.313; number 71, O, carries -0.081; number 72, H, carries 0.077; number 73, H, carries 0.064; number 74, H, carries 0.069; number 75, H, carries 0.112; number 76, H, carries 0.093; number 77, H, carries 0.056; number 78, C, carries -0.088; number 79, C, carries -0.312; number 80, O, carries -0.085; number 81, H, carries 0.076; number 82, H, carries 0.075; number 83, H, carries 0.047; number 84, H, carries 0.109; number 85, H, carries 0.108; number 86, H, carries 0.062; number 87, C, carries -0.093; number 88, C, carries -0.322; number 89, O, carries -0.089; number 90, H, carries 0.075; number 91, H, carries 0.073; number 92, H, carries 0.071; number 93, H, carries 0.110; number 94, H, carries 0.106; number 95, H, carries 0.077; number 96, C, carries -0.091; number 97, C, carries -0.325; number 98, O, carries -0.095; number 99, H, carries 0.076